Record 1
C45H48N3O2SrTe as an isolated structure. Source: the OMol25 dataset; level of theory: ωB97M-V with the def2-TZVPD basis set.

Computed properties:
Frontier orbital gap (alpha / beta)   7.0 / 5.5 eV
⟨S²⟩   0.7628
ΔE to the lowest compared entry with this formula, charge and spin   37.40 kcal per mole
Net charge   0
HOMO level (alpha / beta)   -6.8 / -6.8 eV
2S+1   2

XYZ file:
```
100
C45H48N3O2SrTe, DFT ωB97M-V with the def2-TZVPD basis set
Sr -0.638 -0.675 0.173
O 1.731 1.904 -0.093
C 2.869 2.130 0.762
C 2.429 1.708 2.139
C 2.326 0.174 2.232
C 1.312 -0.244 3.266
C 1.626 -0.514 4.590
C 0.608 -0.856 5.467
C -0.699 -0.912 5.006
C -0.935 -0.611 3.679
N 0.046 -0.270 2.819
H 1.982 2.048 -1.011
H 3.160 3.179 0.752
H 3.723 1.534 0.432
H 1.440 2.149 2.306
H 3.104 2.102 2.903
H 3.302 -0.268 2.442
H 1.992 -0.205 1.264
H 2.658 -0.466 4.920
H 0.833 -1.083 6.503
H -1.520 -1.185 5.660
H -1.949 -0.637 3.280
N -1.277 1.858 0.244
C -2.344 2.611 -0.394
C -2.545 3.909 0.078
C -3.471 4.767 -0.486
C -4.201 4.315 -1.576
C -4.019 3.016 -2.028
C -3.128 2.094 -1.444
C -3.069 0.687 -2.026
C -4.210 0.250 -2.730
C -4.184 -0.906 -3.497
C -3.016 -1.659 -3.561
C -1.934 -1.304 -2.756
C -1.921 -0.138 -1.947
H -0.488 1.821 -0.406
H -0.952 2.390 1.040
H -1.935 4.254 0.912
H -3.588 5.778 -0.107
H -4.903 4.969 -2.083
H -4.581 2.704 -2.899
H -5.144 0.799 -2.669
H -5.071 -1.213 -4.042
H -2.967 -2.544 -4.197
H -1.048 -1.955 -2.777
C 9.122 -3.960 -2.968
C 7.698 -3.678 -2.545
C 6.965 -4.607 -1.814
C 5.655 -4.356 -1.411
C 4.937 -5.398 -0.583
C 5.051 -3.141 -1.760
Te 3.057 -2.602 -0.960
N 0.904 -2.372 -0.478
C -0.057 -3.210 -0.091
O -1.177 -2.784 0.436
C 0.009 -4.715 -0.279
C -1.061 -5.328 -0.927
C -1.076 -6.705 -1.104
C -0.034 -7.485 -0.612
C 1.018 -6.881 0.064
C 1.040 -5.498 0.226
C 2.280 -2.372 -2.918
C 1.767 -1.132 -3.315
C 1.732 0.106 -2.437
C 1.221 -1.007 -4.596
C 1.160 -2.075 -5.476
C 0.545 -1.932 -6.848
C 1.660 -3.304 -5.048
C 2.211 -3.485 -3.789
C 2.674 -4.878 -3.417
C 5.776 -2.175 -2.483
C 5.220 -0.817 -2.886
C 7.087 -2.471 -2.863
H 9.438 -4.957 -2.657
H 9.811 -3.234 -2.530
H 9.228 -3.894 -4.054
H 7.426 -5.554 -1.544
H 5.474 -6.348 -0.599
H 3.924 -5.571 -0.947
H 4.859 -5.079 0.465
H -1.877 -4.711 -1.290
H -1.908 -7.174 -1.616
H -0.049 -8.562 -0.743
H 1.823 -7.485 0.468
H 1.849 -5.031 0.769
H 2.192 -0.054 -1.467
H 0.690 0.406 -2.275
H 2.253 0.935 -2.933
H 0.817 -0.041 -4.898
H 0.178 -0.918 -7.012
H -0.297 -2.619 -6.970
H 1.273 -2.162 -7.632
H 1.598 -4.162 -5.715
H 2.356 -5.596 -4.174
H 2.249 -5.191 -2.458
H 3.759 -4.929 -3.334
H 4.408 -0.488 -2.242
H 4.831 -0.842 -3.909
H 6.007 -0.061 -2.845
H 7.649 -1.722 -3.420
```

Record 2
A 6-piece molecular cluster, C6H25N2O5 overall. Source: the OMol25 dataset; level of theory: ωB97M-V with the def2-TZVPD basis set.

Computed properties:
Frontier orbital gap   8.9 eV
ΔE to the lowest compared entry with this formula, charge and spin   68.09 kcal per mole
Net charge   +1
HOMO level   -11.5 eV

XYZ file:
```
38
C6H25N2O5, DFT ωB97M-V with the def2-TZVPD basis set
C -0.523 3.499 0.631
C -1.477 2.354 0.346
C -0.877 1.008 -0.090
C -1.859 0.094 -0.798
N 0.186 -3.065 -1.375
C -0.405 -1.768 -1.637
C -1.375 -1.324 -0.848
N -2.096 1.976 1.774
H -0.944 4.490 0.629
H 0.051 3.388 1.566
H 0.401 3.609 0.009
H -2.286 2.767 -0.251
H -0.223 1.262 -0.971
H -0.344 0.551 0.758
H -2.145 0.396 -1.864
H -2.890 0.128 -0.375
H 0.788 -3.596 -1.968
H -0.555 -3.629 -0.998
H 0.242 -1.183 -2.268
H -1.928 -2.043 -0.281
H -2.788 1.247 1.585
H -2.477 2.883 2.062
H -1.478 1.466 2.399
H -1.892 -1.329 3.339
H -1.272 -0.729 2.051
O -1.918 -0.578 2.754
H 2.545 -3.259 -0.861
H 2.157 -1.693 -0.958
O 2.877 -2.368 -0.999
H 0.528 -2.035 0.652
H 1.801 -1.589 1.188
O 0.866 -1.373 1.257
H 2.717 0.176 -1.459
H 2.259 1.413 -1.975
O 1.846 0.591 -1.699
H 3.759 -0.565 0.211
H 4.531 -0.987 -0.977
O 4.197 -0.185 -0.558
```

Record 3
A 2-piece molecular cluster, CH9N2O overall. Source: the OMol25 dataset; level of theory: ωB97M-V with the def2-TZVPD basis set.

Computed properties:
Frontier orbital gap   10.9 eV
ΔE to the lowest compared entry with this formula, charge and spin   16.21 kcal per mole
Net charge   +1
HOMO level   -14.3 eV

XYZ file:
```
13
CH9N2O, DFT ωB97M-V with the def2-TZVPD basis set
O 2.305 -0.874 -0.852
H 2.830 -0.647 -0.110
H 0.552 -0.312 -0.523
H 2.749 -1.702 -1.120
N -0.326 0.256 -0.842
C -1.102 0.810 0.328
N -0.953 -0.118 1.476
H -0.029 0.925 -1.521
H -0.947 -0.421 -1.337
H -0.503 1.778 0.584
H -2.134 1.008 0.049
H -1.495 -0.949 1.358
H -0.948 0.246 2.511
```

Record 4
One molecule with the formula C26H34N4O5. Source: the OMol25 dataset; level of theory: ωB97M-V with the def2-TZVPD basis set.

Computed properties:
Frontier orbital gap   8.4 eV
ΔE to the lowest compared entry with this formula, charge and spin   94.24 kcal per mole
Net charge   0
HOMO level   -7.9 eV
SMILES string   CCN(CC)CCCn1c(C)cc2c(c1=O)[C@@H](c1ccc(OC)c(OC)c1OC)C(C#N)=C(N)O2

XYZ file:
```
69
C26H34N4O5, DFT ωB97M-V with the def2-TZVPD basis set
C -4.593 -0.329 1.354
C -4.002 -1.277 0.311
N -2.676 -0.840 -0.100
C -2.555 -0.502 -1.508
C -3.290 0.794 -1.832
C -1.595 -1.632 0.436
C -1.458 -3.080 -0.099
C -0.385 -3.262 -1.181
N 0.914 -2.739 -0.794
C 1.726 -3.385 0.082
C 1.388 -4.776 0.519
C 2.867 -2.789 0.528
C 3.201 -1.490 0.085
C 2.437 -0.865 -0.852
C 1.258 -1.501 -1.369
O 0.564 -1.028 -2.258
C 2.745 0.517 -1.366
C 1.563 1.437 -1.138
C 0.951 2.087 -2.198
C -0.114 2.928 -1.984
C -0.640 3.122 -0.705
O -1.702 3.971 -0.667
C -2.327 4.320 0.548
C -0.056 2.448 0.372
O -0.567 2.579 1.658
C -1.150 1.393 2.172
C 1.067 1.637 0.148
O 1.689 0.983 1.201
C 2.257 1.835 2.180
C 3.981 1.043 -0.667
C 4.405 2.341 -0.968
N 4.778 3.401 -1.213
C 4.650 0.327 0.267
N 5.704 0.803 0.999
O 4.330 -0.945 0.625
H -3.970 -0.313 2.245
H -4.649 0.680 0.955
H -5.593 -0.652 1.633
H -3.968 -2.288 0.736
H -4.668 -1.313 -0.557
H -2.941 -1.307 -2.157
H -1.497 -0.364 -1.733
H -4.361 0.698 -1.672
H -2.915 1.601 -1.210
H -3.118 1.057 -2.873
H -1.743 -1.675 1.520
H -0.665 -1.087 0.257
H -2.409 -3.398 -0.530
H -1.248 -3.743 0.742
H -0.299 -4.319 -1.443
H -0.671 -2.700 -2.074
H 2.198 -5.173 1.123
H 0.477 -4.803 1.112
H 1.250 -5.427 -0.343
H 3.522 -3.284 1.223
H 2.915 0.469 -2.451
H 1.321 1.934 -3.199
H -0.588 3.448 -2.800
H -3.049 5.093 0.282
H -1.613 4.717 1.272
H -2.857 3.471 0.990
H -1.625 1.681 3.110
H -0.396 0.625 2.364
H -1.896 0.991 1.479
H 2.743 1.176 2.899
H 3.004 2.498 1.730
H 1.501 2.440 2.684
H 6.282 0.112 1.446
H 6.161 1.630 0.654
```

Record 5
One molecule with the formula C12H7Cl4NO3. Source: the OMol25 dataset; level of theory: ωB97M-V with the def2-TZVPD basis set.

Computed properties:
Frontier orbital gap   7.6 eV
ΔE to the lowest compared entry with this formula, charge and spin   1.48 kcal per mole
Net charge   0
HOMO level   -8.6 eV

XYZ file:
```
27
C12H7Cl4NO3, DFT ωB97M-V with the def2-TZVPD basis set
Cl -0.504 -1.999 4.588
C -1.232 -1.040 3.318
C -0.482 -0.187 2.561
Cl 1.111 0.283 3.059
C -1.121 0.689 1.438
O -1.111 1.943 1.678
C -2.508 0.135 0.946
O -2.930 0.417 -0.164
C -3.281 -0.626 1.928
Cl -4.907 -0.925 1.516
C -2.680 -1.152 3.072
Cl -3.632 -2.055 4.158
C 3.326 -0.349 -3.618
O 2.592 0.744 -3.030
C 1.599 0.601 -2.128
C 1.061 1.801 -1.621
C 0.179 1.717 -0.576
N -0.192 0.580 0.045
C 0.283 -0.552 -0.466
C 1.165 -0.613 -1.550
H 4.037 0.150 -4.285
H 3.876 -0.943 -2.870
H 2.665 -1.006 -4.202
H 1.381 2.800 -1.886
H -0.217 2.634 -0.140
H -0.039 -1.460 0.067
H 1.561 -1.585 -1.836
```

Record 6
One molecule with the formula C21H36N4O2. Source: the OMol25 dataset; level of theory: ωB97M-V with the def2-TZVPD basis set.

Computed properties:
Frontier orbital gap   8.7 eV
ΔE to the lowest compared entry with this formula, charge and spin   0.00 kcal per mole
Net charge   0
HOMO level   -8.1 eV
SMILES string   CCN(CC)CCCNC(=O)c1[nH]c(C)c(C(=O)NC2CCCCC2)c1C

XYZ file:
```
63
C21H36N4O2, DFT ωB97M-V with the def2-TZVPD basis set
C -0.670 -2.669 6.512
C -1.696 -1.968 5.610
N -1.224 -1.546 4.307
C -0.728 -2.607 3.451
C -1.837 -3.573 3.049
C -0.415 -0.347 4.330
C -1.288 0.915 4.415
C -2.420 0.893 3.387
N -1.919 0.746 2.043
C -2.307 -0.265 1.234
O -3.246 -1.006 1.497
C -1.574 -0.426 -0.026
N -2.076 -1.360 -0.895
C -1.316 -1.442 -2.000
C -1.621 -2.366 -3.121
C -0.291 -0.514 -1.871
C 0.740 -0.281 -2.901
O 1.236 -1.172 -3.568
N 1.085 1.023 -3.057
C 2.041 1.475 -4.043
C 1.352 2.275 -5.152
C 2.372 2.734 -6.189
C 3.462 3.575 -5.532
C 4.149 2.782 -4.424
C 3.132 2.322 -3.384
C -0.442 0.122 -0.610
C 0.516 1.100 -0.007
H -1.107 -2.839 7.493
H 0.222 -2.058 6.636
H -0.377 -3.629 6.097
H -2.069 -1.079 6.124
H -2.549 -2.634 5.457
H 0.110 -3.163 3.906
H -0.350 -2.137 2.539
H -2.174 -4.172 3.890
H -2.677 -3.006 2.656
H -1.470 -4.245 2.277
H 0.159 -0.307 3.400
H 0.311 -0.331 5.159
H -1.732 1.004 5.406
H -0.653 1.791 4.256
H -3.066 0.031 3.566
H -3.011 1.813 3.468
H -1.155 1.337 1.764
H -2.898 -1.899 -0.665
H -0.762 -2.416 -3.784
H -2.487 -2.018 -3.685
H -1.839 -3.363 -2.743
H 0.553 1.729 -2.574
H 2.482 0.567 -4.467
H 0.588 1.654 -5.623
H 0.858 3.146 -4.713
H 2.824 1.859 -6.660
H 1.871 3.314 -6.967
H 3.018 4.480 -5.109
H 4.197 3.881 -6.279
H 4.641 1.908 -4.856
H 4.915 3.395 -3.945
H 3.628 1.737 -2.607
H 2.673 3.195 -2.911
H 1.451 1.093 -0.562
H 0.117 2.117 -0.018
H 0.744 0.829 1.024
```

Record 7
One molecule with the formula C4H4O. Source: the OMol25 dataset; level of theory: ωB97M-V with the def2-TZVPD basis set.

Computed properties:
Frontier orbital gap   10.5 eV
ΔE to the lowest compared entry with this formula, charge and spin   67.35 kcal per mole
Net charge   0
HOMO level   -10.2 eV
SMILES string   CC#CC=O

XYZ file:
```
9
C4H4O, DFT ωB97M-V with the def2-TZVPD basis set
C -0.149 -1.322 -0.516
C -0.301 0.041 -0.972
C -0.319 1.229 -0.673
C 0.218 1.565 0.667
O 0.205 0.745 1.564
H -1.094 -1.855 -0.394
H 0.175 -1.012 0.512
H 0.593 -1.935 -1.031
H 0.671 2.544 0.844
```

Record 8
An isolated ion of composition C3H6N2 and charge +2. Source: the OMol25 dataset; level of theory: ωB97M-V with the def2-TZVPD basis set.

Computed properties:
Frontier orbital gap (alpha / beta)   7.5 / 7.5 eV
ΔE to the lowest compared entry with this formula, charge and spin   27.43 kcal per mole
Net charge   +2
HOMO level (alpha / beta)   -20.3 / -20.3 eV

XYZ file:
```
11
C3H6N2, DFT ωB97M-V with the def2-TZVPD basis set
C -0.828 1.768 -0.437
C -0.122 0.673 -0.077
C 0.843 -0.308 0.266
N -1.476 2.761 -0.660
N 0.275 -1.665 0.304
H -2.261 3.369 -0.896
H 1.382 -0.134 1.229
H 1.779 -0.320 -0.320
H -0.750 -1.735 -0.141
H 0.336 -2.214 1.181
H 0.823 -2.193 -0.451
```

Record 9
A 2-piece molecular cluster, C5H11NO overall. Source: the OMol25 dataset; level of theory: ωB97M-V with the def2-TZVPD basis set.

Computed properties:
Frontier orbital gap   9.0 eV
ΔE to the lowest compared entry with this formula, charge and spin   93.51 kcal per mole
Net charge   0
HOMO level   -8.3 eV
SMILES string   C=C(N)/C=C/C.O

XYZ file:
```
18
C5H11NO, DFT ωB97M-V with the def2-TZVPD basis set
C 1.817 -0.752 0.227
C 0.946 0.084 -0.341
N 0.469 0.174 -1.662
C 0.409 1.233 0.391
C -0.857 1.550 0.165
C -1.951 1.825 1.242
H 1.928 -1.773 -0.213
H 2.272 -0.815 1.220
H 0.862 0.956 -2.118
H 0.443 -0.813 -2.180
H 1.273 1.724 0.844
H -1.410 1.170 -0.692
H -1.542 1.895 2.296
H -2.735 1.015 1.064
H -2.494 2.736 1.082
O 0.089 -3.656 -0.141
H 0.006 -2.688 -0.180
H 0.475 -3.866 -1.004
```

Record 10
C32H39ClMnN6O2P as an isolated structure. Source: the OMol25 dataset; level of theory: ωB97M-V with the def2-TZVPD basis set.

Computed properties:
Frontier orbital gap (alpha / beta)   8.5 / 8.4 eV
⟨S²⟩   8.7545
Net charge   +1
HOMO level (alpha / beta)   -10.8 / -10.8 eV
2S+1   6

XYZ file:
```
82
C32H39ClMnN6O2P, DFT ωB97M-V with the def2-TZVPD basis set
Mn -0.525 0.097 0.350
N -2.522 -0.962 4.186
C -2.270 0.276 4.694
C -1.524 0.932 3.754
N -1.312 0.121 2.691
C -1.931 -1.019 2.964
C -1.965 -2.110 2.035
N -1.406 -2.034 0.829
C -1.700 -3.205 0.204
C -2.434 -4.002 1.034
N -2.592 -3.301 2.192
H -3.076 -1.673 4.636
H -2.626 0.579 5.656
H -1.139 1.930 3.792
H -1.373 -3.403 -0.796
H -2.853 -4.974 0.883
H -3.071 -3.632 3.014
N -0.837 0.038 -6.152
C -0.807 -0.027 -4.807
C -0.253 -1.125 -4.128
C -0.236 -1.135 -2.753
N -0.714 -0.140 -1.996
C -1.238 0.916 -2.640
C -1.300 1.017 -4.008
H -0.531 -0.732 -6.720
H -1.278 0.812 -6.614
H 0.147 -1.954 -4.686
H 0.205 -1.970 -2.222
H -1.608 1.727 -2.023
H -1.729 1.893 -4.467
Cl -7.685 -1.771 -0.733
C -6.367 -0.678 -0.493
C -6.625 0.605 -0.033
C -5.573 1.470 0.199
C -4.261 1.061 -0.016
C -4.022 -0.215 -0.513
C -5.068 -1.088 -0.752
C -3.119 2.004 0.337
O -3.358 3.149 0.668
O -1.944 1.492 0.266
H -7.639 0.918 0.153
H -5.761 2.469 0.558
H -3.006 -0.543 -0.708
H -4.883 -2.081 -1.126
C 1.754 3.023 -0.100
C 2.441 2.160 0.965
C 3.925 2.504 1.022
C 1.740 2.411 2.299
P 2.047 0.378 0.441
C 3.088 0.222 -1.067
C 2.453 0.636 -2.239
C 3.108 0.619 -3.456
C 4.415 0.170 -3.530
C 5.061 -0.242 -2.377
C 4.409 -0.215 -1.155
C 2.736 -0.897 1.669
C 2.765 -2.208 0.874
C 1.682 -1.060 2.770
C 4.084 -0.609 2.322
H 1.778 4.071 0.192
H 0.702 2.724 -0.207
H 2.253 2.932 -1.063
H 4.039 3.584 1.095
H 4.440 2.174 0.122
H 4.413 2.064 1.886
H 1.723 3.477 2.521
H 2.241 1.908 3.124
H 0.704 2.062 2.230
H 1.431 0.983 -2.176
H 2.597 0.967 -4.341
H 4.937 0.153 -4.475
H 6.084 -0.582 -2.426
H 4.962 -0.534 -0.288
H 1.807 -2.342 0.360
H 2.920 -3.050 1.545
H 3.558 -2.221 0.132
H 0.717 -1.307 2.317
H 1.562 -0.156 3.360
H 1.963 -1.871 3.441
H 4.850 -0.321 1.611
H 4.429 -1.509 2.829
H 3.992 0.177 3.066
```